Entry 1:
The following is a quantum chemistry calculation of 7 unconnected molecules or ions with the total composition C41H78F2O19P2S at a distorted geometry, from the Open Molecules 2025 dataset.

The geometry in XYZ format:
```
143
Properties=species:S:1:pos:R:3:forces:R:3:mulliken_charge:R:1
C -2.750869 1.443134 -1.251191 0.0 -0.3 -1.2 -0.582
C -1.184181 1.916566 -1.337143 4.2 -2.8 4.7 0.676
O -0.325361 1.349547 -0.454503 -5.2 4.1 -5.6 -0.516
O -0.615704 2.931413 -2.235986 -1.7 -2.6 0.5 -0.087
C -0.939901 2.689374 -3.645742 -1.8 -1.0 -1.8 -0.496
C 0.323236 2.643525 -4.676710 0.2 0.1 -0.1 0.208
C 1.754773 3.166330 -4.100017 1.1 0.1 -1.4 -0.424
C 2.881831 1.935732 -4.209559 -0.6 1.2 0.6 -0.532
C 2.568878 0.779789 -3.091246 0.6 0.8 0.4 0.233
C 3.093812 -0.724861 -3.472574 0.3 0.9 1.2 -0.540
C 2.090658 -1.574567 -4.470869 1.2 -0.5 1.7 0.381
C 2.582702 -1.134207 -5.970504 -0.9 0.9 -2.1 0.197
C 1.418067 -0.372372 -6.871991 -0.1 -0.7 -1.0 -1.082
F 3.039806 -2.292979 -6.823254 -1.0 1.9 2.2 -0.404
O 0.668901 -1.265104 -4.103161 0.3 -0.5 2.3 -0.417
C 0.343449 -1.827927 -2.750723 -2.5 2.3 3.4 -0.052
O -0.534998 -1.323816 -1.881215 6.0 -3.4 -6.8 -0.484
C 1.258694 -3.209700 -2.640797 -0.8 -0.1 -1.3 0.617
P 1.989969 -3.723219 -0.958217 -2.8 1.7 6.7 0.802
O 1.036934 -3.061855 0.162338 3.5 -2.3 -4.3 -0.654
O 1.887579 -5.468170 -0.639675 0.8 3.6 0.2 -0.490
O 3.593410 -3.137353 -0.624909 -2.1 -0.2 -1.3 -0.532
C 2.193453 -3.135237 -3.983001 -0.5 -0.7 -0.5 0.390
C 1.583642 -4.344972 -4.901437 0.4 -0.2 -2.0 -1.007
C 0.307519 -3.946286 -5.844132 -0.9 -0.7 -0.6 -0.245
C -1.154139 -3.988096 -5.100914 -0.3 0.2 0.0 0.167
F -2.161207 -4.530859 -6.057418 1.9 1.0 1.8 -0.372
P 4.054957 -3.664535 -3.864108 0.1 -1.1 0.3 0.167
S 4.110321 -5.514745 -3.257602 -0.1 -0.1 0.3 -0.341
H -2.808868 0.308562 -1.616011 0.5 2.5 0.8 0.215
H -3.198523 1.444862 -0.152218 1.4 0.2 -2.3 0.034
H -3.406833 2.053497 -2.003856 1.2 -1.0 1.6 0.325
H -1.485256 1.630702 -3.729990 1.2 2.3 0.2 0.216
H -1.730576 3.463462 -4.092795 1.7 -1.4 1.5 0.197
H 0.053701 3.293802 -5.632839 0.4 -1.4 2.1 0.444
H 0.443978 1.535796 -5.049163 -0.2 2.1 0.9 -0.468
H 2.151021 3.992473 -4.865471 -0.9 -1.7 1.7 0.346
H 1.736703 3.682768 -3.053603 -0.2 -1.3 -1.9 -0.099
H 3.922934 2.436429 -3.998701 -1.9 -1.2 -0.5 0.347
H 2.838796 1.580939 -5.323665 0.2 0.5 2.2 0.122
H 1.437712 0.859298 -2.803073 2.1 -0.6 -0.5 -0.614
H 3.172627 1.099124 -2.111705 -1.4 -0.7 -2.1 0.413
H 3.264581 -1.284169 -2.431537 -0.7 1.0 -2.3 -0.481
H 4.194636 -0.593634 -3.915957 -2.5 -0.5 0.7 0.610
H 3.512470 -0.385308 -5.975011 -2.0 -2.1 0.4 0.436
H 1.624279 -0.676971 -8.006170 -0.3 0.6 2.5 0.417
H 1.467614 0.795528 -6.825557 0.0 -2.3 0.2 0.307
H 0.325011 -0.738593 -6.636619 2.3 0.8 -0.2 0.212
H 0.408435 -4.034513 -2.791726 2.0 1.6 0.3 0.043
H 1.769491 -5.495241 0.373647 0.1 0.4 -2.1 0.348
H 3.607902 -2.149346 -0.420208 -0.7 -1.9 -0.2 0.329
H 2.455525 -4.681866 -5.642333 -2.0 0.7 1.4 0.404
H 1.312542 -5.332084 -4.291555 0.7 2.4 -1.0 0.419
H 0.260995 -4.770683 -6.706602 0.0 1.8 2.0 0.487
H 0.387042 -2.916878 -6.393732 0.2 -2.0 1.2 -0.134
H -1.184585 -4.692937 -4.148366 0.1 1.3 -2.1 0.145
H -1.538925 -2.901519 -4.799309 0.8 -2.4 -0.7 0.020
H 4.822555 -2.857728 -2.951168 -0.6 0.0 -0.9 0.175
H 4.679021 -3.625723 -5.193633 -0.8 0.8 1.1 0.244
C -2.214791 3.733275 4.393363 0.2 0.0 -0.2 -0.943
C -3.191921 2.600959 4.637699 0.2 0.3 0.3 -0.126
O -3.619236 2.015174 3.394669 -0.3 -0.8 -0.7 -0.406
C -2.951142 1.041869 2.736091 -0.4 -0.2 -0.9 0.627
C -1.540987 0.727812 3.141381 0.2 -0.6 0.5 -0.579
O -3.466037 0.477693 1.771527 0.4 1.1 1.6 -0.613
H -1.302982 3.379877 3.904528 0.0 -0.1 0.1 0.292
H -1.938197 4.214745 5.335772 -0.1 -0.1 -0.1 0.449
H -2.657536 4.484050 3.730827 -0.1 -0.1 0.2 0.268
H -2.795486 1.840441 5.316848 0.1 0.0 -0.2 0.258
H -4.093068 3.001252 5.114545 0.2 -0.2 -0.4 0.037
H -0.852195 1.315231 2.529541 -0.1 -0.1 0.0 0.098
H -1.359445 -0.337391 2.966957 0.0 0.3 -0.3 0.432
H -1.338065 0.901059 4.196247 0.0 0.3 0.0 0.162
C 8.219558 -8.031253 -5.627751 -0.2 -0.1 0.1 -0.932
C 9.015438 -6.747248 -5.748285 -0.1 -0.2 0.0 -0.409
O 8.279149 -5.634949 -5.208346 0.0 0.6 0.0 -0.354
C 8.270303 -5.282383 -3.903349 -1.0 1.3 0.6 0.815
C 8.815046 -6.243800 -2.888283 0.7 0.1 0.3 -0.972
O 7.754003 -4.223284 -3.549028 0.9 -1.8 -1.1 -0.591
H 8.022818 -8.286498 -4.583054 0.1 0.0 -0.1 0.265
H 8.756370 -8.863357 -6.092392 0.0 0.1 0.0 0.364
H 7.245232 -7.924340 -6.115499 0.2 0.0 0.0 0.277
H 10.007881 -6.821545 -5.294052 -0.2 0.0 0.1 0.364
H 9.176926 -6.523335 -6.808222 -0.1 0.2 0.3 0.310
H 7.999228 -6.860659 -2.503875 0.1 0.1 -0.1 0.224
H 9.250854 -5.668656 -2.065289 -0.3 -0.1 -0.1 0.321
H 9.611724 -6.879800 -3.268731 -0.2 -0.2 -0.1 0.321
C 1.148783 -1.025366 5.795357 -0.2 -0.1 0.2 -0.826
C 1.944663 0.258638 5.674823 -0.1 -0.2 0.0 -0.456
O 1.208374 1.370938 6.214762 0.0 0.6 -0.1 -0.370
C 1.199529 1.723505 7.519759 -1.0 1.5 0.7 0.769
C 1.744271 0.762088 8.534824 0.7 0.0 0.3 -0.969
O 0.683229 2.782603 7.874080 0.9 -2.0 -1.1 -0.581
H 0.952044 -1.280611 6.840054 0.1 0.0 -0.1 0.285
H 1.685596 -1.857469 5.330716 -0.1 0.1 0.0 0.378
H 0.174459 -0.918453 5.307609 0.2 0.0 0.0 0.171
H 2.937106 0.184343 6.129056 -0.2 0.0 0.1 0.408
H 2.106151 0.482552 4.614886 -0.1 0.2 0.2 0.327
H 0.928453 0.145229 8.919233 0.1 0.1 -0.1 0.252
H 2.180079 1.337231 9.357819 -0.3 -0.1 -0.1 0.304
H 2.540950 0.126088 8.154377 -0.2 -0.2 -0.1 0.333
C -0.129369 5.085741 1.182998 -0.1 0.1 0.2 -0.591
C 1.270637 5.114140 0.603517 -0.2 -0.1 0.1 -0.099
O 1.763574 6.463519 0.519507 0.5 0.3 -0.2 -0.355
C 2.374632 7.120861 1.530401 0.6 1.7 -0.2 0.728
C 2.300384 6.550699 2.916340 0.5 -0.4 0.3 -0.838
O 2.916197 8.206947 1.328103 -1.1 -2.1 0.0 -0.601
H -0.149809 5.471850 2.205617 0.0 -0.1 0.0 0.268
H -0.523731 4.065504 1.190070 0.1 0.1 0.0 0.061
H -0.800218 5.718682 0.593094 0.1 -0.1 0.0 0.326
H 1.967308 4.472731 1.151270 -0.1 0.1 0.0 0.324
H 1.241918 4.733058 -0.422950 0.1 0.3 0.1 -0.049
H 1.445040 6.986157 3.438457 0.1 -0.1 -0.1 0.227
H 3.219836 6.813576 3.448827 -0.3 0.2 -0.1 0.312
H 2.235313 5.464858 2.941832 -0.3 0.0 0.0 0.280
C -8.861745 4.394195 5.861885 0.0 0.0 -0.2 -0.976
C -7.781908 4.452539 6.923566 -0.3 0.0 -0.1 -0.416
O -6.478058 4.282868 6.338713 0.6 -0.1 0.1 -0.393
C -5.740893 5.282757 5.805600 1.4 -0.2 -0.6 0.875
C -6.398909 6.603345 5.532675 0.1 0.6 0.4 -1.150
O -4.570737 5.086814 5.479814 -2.4 0.2 0.9 -0.540
H -8.756271 5.204261 5.135305 -0.1 0.0 0.1 0.269
H -9.854255 4.463660 6.316368 0.1 0.0 0.0 0.373
H -8.796016 3.456347 5.300851 0.0 0.1 0.2 0.293
H -7.829372 5.365642 7.524216 0.1 0.0 -0.2 0.375
H -7.917473 3.617705 7.619525 0.3 0.1 -0.2 0.325
H -6.765301 6.616095 4.503384 0.0 0.0 0.1 0.268
H -5.653511 7.394697 5.659887 0.0 -0.3 -0.2 0.328
H -7.211195 6.839280 6.217118 -0.1 -0.1 -0.2 0.355
C -6.481737 -0.958692 1.407835 0.0 0.1 -0.2 -0.719
C -6.722890 -1.609317 2.755111 0.1 0.2 -0.3 -0.418
O -7.730451 -2.632148 2.657628 -0.4 -0.4 0.4 -0.361
C -7.490729 -3.912515 2.296256 -1.4 -1.2 -0.1 0.714
C -6.165973 -4.257112 1.681684 0.6 -0.3 0.4 -0.851
O -8.373353 -4.763399 2.400031 1.4 1.9 0.0 -0.589
H -6.103449 -1.677086 0.675678 0.1 0.1 0.1 0.216
H -5.759347 -0.142212 1.497088 0.0 -0.2 0.0 0.181
H -7.417255 -0.558763 1.003480 0.1 0.0 0.2 0.348
H -5.805690 -2.000304 3.205291 -0.1 -0.1 -0.1 0.345
H -7.113048 -0.859050 3.451214 -0.1 -0.3 -0.1 0.302
H -6.247121 -4.192885 0.593964 0.0 0.0 0.1 0.226
H -5.909376 -5.282983 1.964151 -0.3 0.1 -0.2 0.295
H -5.345018 -3.632916 2.028593 0.0 0.2 -0.2 0.306
```
Positions in Å, forces in eV/Å.

Results
* HOMO level: -8.78 eV
* lowest unoccupied orbital energy: -0.0147 hartree
* spin multiplicity: 1
* orbital gap: 8.377 eV

Entry 2:
The following is a quantum chemistry calculation of a molecular structure, C29H49CdN5O3STe at a distorted geometry, from the Open Molecules 2025 dataset.

The geometry in XYZ format:
```
89
Properties=species:S:1:pos:R:3:forces:R:3:mulliken_charge:R:1
Cd 0.573243 -0.490883 0.772593 -0.5 -0.1 0.1 2.419
N -1.151245 1.075568 -0.498969 0.1 -0.5 0.1 -0.456
C -1.192161 0.303222 -1.747373 -0.2 0.3 -0.1 1.947
C -2.485888 0.467877 -2.570364 0.2 0.2 0.0 -1.112
C -3.075095 1.880517 -2.683436 0.2 -0.1 -0.1 -0.707
C -2.204898 2.864854 -3.476569 -0.2 -0.2 -0.1 -1.149
N -1.727400 2.279891 -4.711165 0.5 -0.3 0.0 -0.436
C -2.428734 2.286574 -5.784229 0.2 0.0 0.3 0.556
N -1.891053 1.774409 -6.935311 -0.1 0.0 -0.1 -0.517
N -3.706641 2.769015 -5.898825 -0.1 0.0 -0.1 -0.416
C 0.196199 0.456479 -2.402767 -0.2 -0.2 0.5 0.103
O 0.327142 0.688381 -3.687517 -0.6 0.7 -0.7 -0.509
O 1.161535 0.255102 -1.695372 -0.1 0.0 -0.3 -0.642
H -2.011803 0.981001 0.028752 0.0 0.0 0.1 0.244
H -0.988890 2.060078 -0.668114 0.1 0.0 0.1 0.218
H -1.159830 -0.754486 -1.457752 0.0 0.0 -0.1 -1.694
H -3.238338 -0.157217 -2.082071 0.0 0.0 0.0 0.435
H -2.335649 0.050458 -3.567518 0.0 -0.1 0.0 0.524
H -3.261323 2.286143 -1.686577 -0.1 0.0 0.0 0.360
H -4.042161 1.789976 -3.184475 0.0 0.0 0.1 0.444
H -1.318426 3.133756 -2.896023 0.0 0.1 0.0 0.343
H -2.759117 3.796281 -3.648935 0.0 0.1 0.1 0.425
H -0.436603 1.204713 -4.141670 0.3 -0.5 0.5 0.485
H -1.037339 1.254719 -6.817152 0.0 0.0 0.0 0.220
H -2.511584 1.450679 -7.656733 0.0 -0.1 0.1 0.201
H -4.046103 3.352534 -5.153939 0.0 0.0 0.0 0.202
H -4.033732 3.024267 -6.814849 0.0 0.1 0.0 0.231
C 8.107401 -1.211741 0.555258 -0.1 0.0 0.0 -1.716
C 6.683768 -0.761937 0.744796 0.0 0.1 0.0 0.528
C 6.153687 0.277780 -0.005394 0.1 0.0 0.1 -0.832
C 4.872353 0.770557 0.223547 0.0 0.1 0.0 1.087
C 4.341017 1.866047 -0.662054 0.1 0.0 0.0 -1.570
C 4.105153 0.220768 1.257652 0.0 0.1 0.0 -0.054
Te 2.309940 1.204914 1.878461 0.2 -0.1 0.0 -0.333
C 4.582631 -0.898259 1.951027 -0.1 -0.1 0.1 1.213
C 3.737484 -1.627607 2.961471 0.1 0.0 0.0 -1.314
C 5.865795 -1.366520 1.689372 0.1 0.1 0.0 -1.006
H 8.477863 -0.944496 -0.434061 0.0 0.0 0.0 0.375
H 8.199513 -2.290118 0.687039 0.0 0.0 0.0 0.366
H 8.753457 -0.731927 1.294342 0.0 0.0 0.0 0.358
H 6.758025 0.729422 -0.785557 0.0 0.0 0.0 0.271
H 5.040233 2.078681 -1.471475 0.0 0.0 0.0 0.388
H 4.175529 2.784795 -0.097265 0.0 0.0 0.0 0.396
H 3.384130 1.571507 -1.096517 0.0 0.0 0.0 0.120
H 2.775341 -1.897435 2.518982 0.0 0.0 0.1 -0.115
H 3.554204 -0.998578 3.835335 -0.1 0.0 0.0 0.322
H 4.231113 -2.544115 3.285292 0.0 0.0 0.0 0.374
H 6.241161 -2.216855 2.249646 0.0 0.0 0.0 0.267
C -0.245099 1.221226 5.025537 -0.3 -0.1 -0.2 -0.757
S -1.230115 0.044230 4.054186 0.6 -0.3 0.6 0.285
C -0.107062 -1.364961 4.291758 -0.2 0.2 0.0 0.044
O -1.085911 0.450781 2.626142 -0.1 0.2 -0.5 -0.482
H 0.684696 1.409743 4.489391 0.0 -0.1 0.0 0.038
H -0.054838 0.798348 6.011427 0.0 0.0 0.0 0.396
H -0.817819 2.142337 5.116553 0.0 0.0 0.0 0.353
H -0.237439 -1.741989 5.306023 0.0 0.0 0.0 0.530
H 0.918018 -1.038712 4.118626 0.0 0.0 0.0 -0.144
H -0.383107 -2.125832 3.562245 0.0 0.0 0.0 -0.367
C 4.467795 -2.572905 -1.386179 0.0 0.0 0.1 -1.456
C 3.322866 -3.345108 -0.786519 0.1 0.0 -0.1 -0.139
C 3.405802 -4.723832 -0.610906 0.0 0.0 0.1 -0.767
C 2.335593 -5.410927 -0.055337 0.1 0.0 -0.1 0.616
C 2.413368 -6.902313 0.157132 0.0 0.1 -0.1 -1.685
C 1.178889 -4.731682 0.306396 -0.2 0.0 0.0 -0.280
C 1.047310 -3.336651 0.156891 0.3 -0.2 0.0 1.338
C 2.170849 -2.684974 -0.405272 -0.3 0.0 0.1 0.022
N -0.042158 -2.585395 0.557750 0.2 0.8 0.0 0.520
C -1.394866 -3.135812 0.535508 -0.3 0.0 -0.1 1.282
C -1.747656 -3.650031 -0.873620 0.1 0.0 0.1 -1.741
C -2.370772 -2.005860 0.881433 0.1 -0.1 0.0 -1.807
C -1.675359 -4.263490 1.563639 0.1 0.1 -0.1 -1.998
H 5.011609 -3.180465 -2.110588 0.0 0.0 0.0 0.547
H 5.170334 -2.267594 -0.605782 -0.1 0.0 -0.1 0.003
H 4.113809 -1.669978 -1.884813 0.0 0.0 0.0 0.210
H 4.302662 -5.256968 -0.907064 0.0 0.0 0.0 0.348
H 3.444513 -7.248381 0.094454 0.0 0.0 0.0 0.386
H 1.830330 -7.430808 -0.600691 0.0 0.0 0.0 0.294
H 2.013517 -7.176475 1.134160 0.0 0.0 0.0 0.369
H 0.381897 -5.312304 0.744913 0.0 0.0 0.0 0.173
H 2.121650 -1.615153 -0.599220 0.1 -0.1 -0.1 -0.458
H -1.765168 -2.820772 -1.585470 0.0 0.0 0.0 0.305
H -2.725938 -4.136648 -0.882925 0.0 0.0 0.0 0.476
H -0.995484 -4.364145 -1.209511 0.0 0.0 0.0 0.336
H -2.160668 -1.118432 0.281542 -0.1 -0.1 0.1 0.351
H -2.288626 -1.729262 1.932780 0.0 0.1 0.0 0.161
H -3.397259 -2.321488 0.687109 0.0 0.0 0.0 0.525
H -1.489830 -5.251876 1.146767 0.0 0.0 0.1 0.557
H -2.723909 -4.233508 1.866928 0.0 0.0 0.0 0.455
H -1.056454 -4.139060 2.453800 0.0 0.0 0.0 0.317
```
Positions in Å, forces in eV/Å.

Results
* HOMO level: -6.38 eV
* lowest unoccupied orbital energy: 0.0080 hartree
* spin multiplicity: 1
* orbital gap: 6.598 eV
* ΔE to the lowest compared entry with this formula, charge and spin: 0.00 kJ/mol